This record from the OMol25 dataset describes C4H5NO2 in the gas phase at a distorted geometry. The level of theory is ωB97M-V/def2-TZVPD.

The geometry in XYZ format:
```
12
Properties=species:S:1:pos:R:3:nbo_charge:R:1
C -2.21 -0.61 0.21 -0.4288
C -0.51 1.29 0.02 0.0352
C 0.85 1.22 0.00 -0.4349
C 1.25 -0.17 -0.07 0.7181
H -1.99 -0.61 1.32 0.2013
H -3.15 0.12 0.28 0.2160
H -2.41 -1.57 -0.25 0.2425
H -1.25 2.06 0.26 0.2310
H 1.67 1.99 0.08 0.2530
N -1.04 0.09 -0.34 -0.1039
O 2.25 -0.76 0.23 -0.5669
O 0.02 -0.87 -0.26 -0.3627
```

## Properties
E_LUMO (Eh): 0.019
HOMO-LUMO gap (eV): 9.46
Energy above the lowest of the compared OMol25 structures with the same formula, charge and spin (kcal/mol): 60.6
Total charge: 0

This record from the OMol25 dataset describes a molecular structure, C28H26CuGeIN2O5 at a distorted geometry. The level of theory is ωB97M-V/def2-TZVPD.

The geometry in XYZ format:
```
64
Properties=species:S:1:pos:R:3:nbo_charge:R:1
Cu -0.73 -1.01 2.15 0.9126
O 0.44 2.15 -0.14 -0.6111
C -0.05 1.47 0.74 0.8351
O 0.42 0.26 1.02 -0.8804
C -1.22 1.97 1.57 -0.3435
C -0.98 1.87 3.09 0.0842
C -1.95 2.84 3.79 -0.4232
C -3.30 2.10 3.60 -0.4332
C -2.85 0.82 2.89 0.0834
O -1.53 0.59 3.44 -0.5691
C -2.51 1.10 1.42 -0.3488
C -2.25 -0.20 0.63 0.7558
O -1.77 -0.08 -0.51 -0.7148
O -2.55 -1.30 1.19 -0.8469
H -1.38 3.01 1.27 0.2441
H 0.06 1.93 3.41 0.2177
H -1.92 3.83 3.35 0.2160
H -1.69 2.91 4.85 0.2190
H -4.00 2.67 2.99 0.2151
H -3.77 1.87 4.55 0.2193
H -3.47 -0.05 3.04 0.2335
H -3.31 1.63 0.89 0.2467
I -0.64 -6.09 5.70 0.1823
C -1.02 -4.66 4.25 -0.2998
C -2.13 -4.58 3.42 -0.0529
N -1.95 -3.51 2.65 -0.3101
N -0.80 -2.88 2.92 -0.3684
C -0.22 -3.56 3.89 -0.0508
H -2.99 -5.22 3.36 0.2363
H -2.54 -3.08 1.94 0.4674
H 0.73 -3.27 4.29 0.2279
C 0.69 -2.36 -0.32 -1.1267
Ge 0.93 -0.49 -0.89 1.8448
C 2.88 -0.19 -0.75 -0.4108
C 3.56 -0.01 0.44 -0.2369
C 4.95 -0.06 0.46 -0.2004
C 5.66 -0.30 -0.71 -0.2127
C 4.98 -0.49 -1.90 -0.2130
C 3.59 -0.42 -1.93 -0.2296
C 0.27 -0.16 -2.74 -0.4209
C -0.37 -1.24 -3.28 -0.1851
C -1.03 -1.15 -4.52 -0.2197
C -1.05 0.03 -5.20 -0.1897
C -0.37 1.16 -4.69 0.0204
C -0.37 2.40 -5.39 -0.2042
C 0.30 3.48 -4.90 -0.2163
C 1.04 3.37 -3.70 -0.2002
C 1.06 2.19 -3.00 -0.1694
C 0.32 1.07 -3.45 -0.0830
H 1.24 -3.02 -0.99 0.2423
H -0.37 -2.64 -0.33 0.2503
H 1.08 -2.47 0.69 0.2409
H 3.01 0.15 1.36 0.2194
H 5.48 0.07 1.40 0.2099
H 6.74 -0.35 -0.69 0.2120
H 5.52 -0.70 -2.81 0.2133
H 3.06 -0.56 -2.86 0.2185
H -0.40 -2.18 -2.74 0.2157
H -1.55 -2.02 -4.91 0.2142
H -1.59 0.12 -6.13 0.2093
H -0.92 2.46 -6.32 0.2051
H 0.28 4.42 -5.43 0.2113
H 1.59 4.22 -3.33 0.2121
H 1.62 2.11 -2.09 0.2356
```

## Properties
E_LUMO (Eh): 0.014
HOMO-LUMO gap (eV): 8.40
Total charge: 0

This record from the OMol25 dataset describes a molecular structure, C4H7F6N11O2PdSb at a distorted geometry. The level of theory is ωB97M-V/def2-TZVPD.

The geometry in XYZ format:
```
32
Properties=species:S:1:pos:R:3:lowdin_spin:R:1
Pd 0.28 0.05 -0.43 0.0265
C -3.93 -0.07 2.71 0.0001
O -3.24 0.72 1.76 -0.0001
C -1.95 0.59 1.54 -0.0001
O -1.42 1.21 0.63 0.0018
N -1.22 -0.19 2.38 0.0011
N 0.15 -0.38 2.10 0.0362
H -4.98 0.23 2.62 0.0000
H -3.60 0.13 3.73 0.0000
H -3.84 -1.14 2.47 0.0000
H -1.65 -0.76 3.10 0.0006
H 0.44 -1.35 2.22 0.0003
H 0.75 0.24 2.66 0.0003
N 2.77 2.17 -2.03 0.2782
C 3.12 1.42 -0.96 0.0120
N 4.36 1.17 -0.54 0.0882
N 4.22 0.39 0.50 0.0225
N 2.98 0.18 0.77 0.0850
N 2.24 0.79 -0.13 0.0432
C 1.49 2.27 -2.48 0.0567
N 1.00 3.21 -3.29 0.0962
N -0.26 2.92 -3.42 0.0713
N -0.58 1.85 -2.78 0.1166
N 0.48 1.42 -2.15 0.0692
H 3.48 2.73 -2.48 0.0035
F -1.44 -1.53 -0.55 0.0048
Sb -0.17 -2.93 -1.29 -0.0004
F 0.83 -1.50 -2.20 0.0008
F 0.95 -2.35 0.25 -0.0143
F 1.10 -4.21 -1.79 0.0000
F -1.10 -4.13 -0.14 0.0000
F -1.26 -3.14 -2.80 -0.0001
```

## Properties
E_LUMO (alpha / beta) (Eh): -0.104 / -0.159
HOMO-LUMO gap (alpha / beta) (eV): 7.46 / 6.10
Energy above the lowest of the compared OMol25 structures with the same formula, charge and spin (kcal/mol): 25.3
2S+1: 2
Total charge: 0

total charge of number 2 (C28H26CuGeIN2O5)?
0